Record 1
Below is a 3-piece molecular cluster, C5H8Cl2N2 overall at a distorted geometry, with properties calculated with the ωB97M-V functional and the def2-TZVPD basis.

```
17
Properties=species:S:1:pos:R:3
C -2.537 0.566 1.139
Cl -0.884 0.606 1.702
Cl -2.736 1.645 -0.242
H -2.789 -0.440 0.799
H -3.204 0.825 1.974
C -0.151 -0.160 -1.841
C -1.551 -0.663 -1.963
N -2.553 -1.208 -1.998
H 0.362 -0.092 -2.756
H 0.311 -1.056 -1.417
H -0.058 0.630 -1.151
C 2.644 -0.480 0.656
C 2.586 0.547 1.668
N 2.557 1.423 2.391
H 3.171 -0.070 -0.203
H 1.627 -0.700 0.355
H 3.207 -1.373 0.886
```

The energy is -33338.728 eV. The structure (SMILES) is ClCCl.CC#N.CC#N. For the energy relative to the best compared isomer or geometry (same formula, charge and spin), the calculation gives 113.98 kJ/mol. The HOMO energy is -11.01 eV. The HOMO-LUMO gap comes out at 0.422 Ha.

Partial charges, Löwdin, in e:
1. C -1.023
2. Cl 0.550
3. Cl 0.538
4. H 0.020
5. H 0.038
6. C -0.067
7. C -0.314
8. N 0.131
9. H 0.066
10. H 0.074
11. H 0.025
12. C -0.073
13. C -0.316
14. N 0.142
15. H 0.089
16. H 0.036
17. H 0.084

***

Record 2
Below is a 15-piece molecular cluster, C45H90O21 overall at a distorted geometry, with properties calculated with the ωB97M-V functional and the def2-TZVPD basis.

```
156
Properties=species:S:1:pos:R:3
C 17.981 40.303 6.650
O 16.955 39.655 7.392
C 16.061 38.840 6.859
O 15.974 38.553 5.648
O 15.273 38.432 7.911
C 14.371 37.344 7.735
H 17.654 40.972 5.854
H 18.650 39.638 6.102
H 18.693 40.737 7.351
H 15.017 36.472 7.832
H 13.780 37.314 6.819
H 13.678 37.209 8.565
C 5.992 37.013 -1.338
O 6.283 38.373 -1.558
C 7.286 38.831 -2.416
O 8.006 38.091 -3.123
O 7.509 40.147 -2.093
C 6.491 40.836 -1.292
H 5.424 36.899 -0.415
H 6.846 36.370 -1.124
H 5.527 36.492 -2.174
H 6.590 40.623 -0.228
H 5.537 40.550 -1.735
H 6.724 41.891 -1.432
C 10.652 31.012 8.193
O 10.158 30.870 6.877
C 8.821 31.148 6.665
O 7.975 31.562 7.478
O 8.676 31.231 5.272
C 7.566 31.813 4.709
H 11.714 30.769 8.162
H 10.079 30.471 8.947
H 10.610 32.059 8.495
H 7.828 32.453 3.867
H 6.828 32.350 5.304
H 7.079 30.965 4.228
C 5.109 25.545 2.673
C 5.699 25.838 4.043
O 6.838 25.697 4.324
C 4.664 26.309 5.080
H 4.717 24.533 2.774
H 5.854 25.729 1.899
H 4.253 26.171 2.422
H 4.103 25.487 5.525
H 3.990 27.078 4.700
H 5.203 26.765 5.911
C 10.805 38.699 2.532
C 11.085 37.474 1.659
O 10.503 36.412 1.860
C 11.928 37.620 0.512
H 11.719 39.294 2.550
H 10.501 38.471 3.554
H 10.046 39.330 2.069
H 11.814 36.729 -0.107
H 12.926 37.885 0.860
H 11.587 38.465 -0.087
C 0.894 29.387 10.304
C 2.010 29.281 11.339
O 3.154 29.420 11.003
C 1.687 28.855 12.785
H 1.339 30.008 9.527
H 0.018 29.874 10.732
H 0.815 28.381 9.892
H 1.302 27.836 12.810
H 1.115 29.688 13.194
H 2.619 28.792 13.346
C 6.626 35.157 15.164
C 7.870 34.358 14.804
O 8.597 33.926 15.689
C 8.084 34.084 13.275
H 5.747 34.592 14.858
H 6.457 36.164 14.782
H 6.732 35.236 16.246
H 9.040 33.648 12.984
H 8.055 34.988 12.667
H 7.318 33.454 12.823
C 16.381 25.206 5.482
C 17.155 25.679 6.684
O 18.293 25.325 6.942
C 16.304 26.518 7.637
H 16.175 26.010 4.776
H 15.436 24.740 5.762
H 17.019 24.498 4.953
H 15.426 26.035 8.066
H 15.867 27.431 7.233
H 16.939 26.703 8.503
C 15.007 29.887 16.816
C 13.927 29.655 15.808
O 14.074 30.139 14.702
C 12.759 28.820 16.195
H 15.934 30.216 16.347
H 15.292 28.974 17.339
H 14.734 30.660 17.535
H 12.072 28.634 15.369
H 12.193 29.195 17.047
H 13.086 27.837 16.534
C 10.168 32.226 -5.266
C 8.875 31.604 -4.886
O 7.819 31.745 -5.485
C 8.938 30.822 -3.611
H 10.028 32.564 -6.293
H 11.026 31.555 -5.240
H 10.357 33.053 -4.581
H 8.594 31.433 -2.776
H 9.899 30.346 -3.417
H 8.162 30.060 -3.673
C 0.226 30.844 2.989
C 0.192 32.344 2.957
O 1.198 33.023 2.811
C -1.137 33.077 3.212
H -0.203 30.474 2.058
H -0.258 30.344 3.828
H 1.242 30.456 2.922
H -1.011 33.698 4.100
H -1.932 32.362 3.424
H -1.246 33.779 2.385
C 20.002 33.374 8.533
C 19.021 32.641 9.377
O 17.929 32.320 8.900
C 19.363 32.314 10.805
H 20.515 34.137 9.118
H 19.533 33.671 7.595
H 20.754 32.733 8.073
H 18.462 32.217 11.411
H 19.895 33.236 11.039
H 20.040 31.478 10.983
C 14.191 32.067 0.525
C 14.729 31.571 1.833
O 15.372 30.450 1.968
C 14.291 32.327 3.093
H 14.558 33.055 0.250
H 13.102 32.032 0.543
H 14.488 31.390 -0.276
H 14.478 33.389 3.256
H 14.611 31.904 4.045
H 13.216 32.275 3.264
C 10.671 24.680 10.592
C 9.236 24.535 11.073
O 8.756 23.531 11.716
C 8.277 25.582 10.505
H 10.762 24.768 9.509
H 11.196 23.894 11.134
H 11.008 25.623 11.021
H 8.231 26.443 11.171
H 7.244 25.309 10.288
H 8.773 25.880 9.581
C 6.326 37.103 7.758
C 5.039 37.545 8.253
O 4.903 37.799 9.467
C 3.895 37.810 7.271
H 6.898 38.020 7.619
H 6.175 36.671 6.769
H 6.778 36.349 8.402
H 3.630 36.887 6.755
H 4.381 38.332 6.446
H 3.039 38.401 7.594
```

The energy is -91115.125 eV. For the energy relative to the best compared isomer or geometry (same formula, charge and spin), the calculation gives 840.92 kJ/mol. The HOMO energy is -9.53 eV. The HOMO-LUMO gap comes out at 0.352 Ha.

Atomic partial charges in e from the Löwdin method, atoms 1 to 99:
1. C -0.045
2. O 0.002
3. C -0.531
4. O 0.084
5. O -0.020
6. C -0.053
7. H 0.098
8. H 0.090
9. H 0.095
10. H 0.096
11. H 0.093
12. H 0.090
13. C -0.064
14. O -0.079
15. C -0.464
16. O 0.092
17. O -0.027
18. C -0.023
19. H 0.094
20. H 0.091
21. H 0.096
22. H 0.093
23. H 0.097
24. H 0.093
25. C -0.063
26. O -0.025
27. C -0.443
28. O 0.092
29. O -0.030
30. C -0.101
31. H 0.097
32. H 0.097
33. H 0.093
34. H 0.093
35. H 0.096
36. H 0.092
37. C -0.025
38. C -0.515
39. O 0.094
40. C -0.027
41. H 0.090
42. H 0.083
43. H 0.071
44. H 0.081
45. H 0.071
46. H 0.075
47. C -0.017
48. C -0.522
49. O 0.046
50. C -0.038
51. H 0.075
52. H 0.080
53. H 0.082
54. H 0.096
55. H 0.100
56. H 0.097
57. C -0.021
58. C -0.503
59. O 0.064
60. C -0.021
61. H 0.078
62. H 0.078
63. H 0.088
64. H 0.082
65. H 0.080
66. H 0.075
67. C -0.033
68. C -0.449
69. O 0.051
70. C -0.025
71. H 0.083
72. H 0.081
73. H 0.077
74. H 0.070
75. H 0.070
76. H 0.075
77. C -0.034
78. C -0.482
79. O 0.064
80. C -0.033
81. H 0.087
82. H 0.084
83. H 0.080
84. H 0.076
85. H 0.082
86. H 0.077
87. C -0.034
88. C -0.508
89. O 0.064
90. C -0.028
91. H 0.082
92. H 0.079
93. H 0.088
94. H 0.084
95. H 0.089
96. H 0.084
97. C -0.031
98. C -0.516
99. O 0.062

***

Record 3
Below is C41H52INO5SeW as an isolated structure at a distorted geometry, with properties calculated with the ωB97M-V functional and the def2-TZVPD basis.

```
102
Properties=species:S:1:pos:R:3
W 0.625 1.495 0.551
C -4.507 -0.039 -5.365
C -4.364 -0.557 -3.934
C -3.970 -2.040 -3.990
C -5.713 -0.410 -3.215
C -3.303 0.211 -3.152
C -2.974 -0.192 -1.857
C -1.964 0.464 -1.194
Se -1.729 0.388 0.686
C -1.009 -1.237 1.366
C -1.676 -2.441 1.361
C -1.175 -3.478 2.143
C -0.084 -3.196 2.957
C 0.596 -1.974 3.017
C 0.116 -0.996 2.143
O 0.705 0.260 1.996
C 1.787 -1.811 3.965
C 1.796 -0.435 4.652
C 3.082 -2.018 3.173
C 1.740 -2.857 5.086
C -1.864 -4.840 2.125
C -1.093 -5.882 2.935
C -3.271 -4.689 2.723
C -1.971 -5.334 0.675
C -1.280 1.547 -1.757
O -0.205 2.056 -1.014
C -1.674 2.074 -2.984
C -2.675 1.346 -3.644
C -1.071 3.305 -3.664
C -0.061 2.819 -4.710
C -0.394 4.245 -2.652
C -2.164 4.110 -4.385
H -5.230 -0.655 -5.898
H -3.564 -0.091 -5.914
H -4.875 0.988 -5.397
H -4.718 -2.598 -4.553
H -3.913 -2.489 -2.997
H -3.005 -2.177 -4.482
H -6.488 -0.937 -3.771
H -6.006 0.638 -3.135
H -5.685 -0.835 -2.209
H -3.518 -0.996 -1.379
H -2.572 -2.576 0.770
H 0.275 -3.985 3.599
H 1.909 0.389 3.952
H 2.637 -0.393 5.345
H 0.884 -0.280 5.231
H 3.170 -1.307 2.356
H 3.129 -3.025 2.756
H 3.945 -1.881 3.827
H 0.789 -2.842 5.621
H 2.528 -2.633 5.805
H 1.922 -3.869 4.724
H -1.061 -5.637 3.998
H -0.070 -6.005 2.573
H -1.592 -6.847 2.843
H -3.227 -4.322 3.749
H -3.776 -5.655 2.731
H -3.887 -4.001 2.140
H -0.987 -5.422 0.212
H -2.581 -4.672 0.058
H -2.444 -6.316 0.656
H -2.965 1.696 -4.622
H 0.723 2.222 -4.251
H 0.402 3.671 -5.212
H -0.552 2.208 -5.469
H 0.609 3.909 -2.390
H -0.975 4.342 -1.733
H -0.306 5.242 -3.083
H -2.573 3.586 -5.247
H -1.728 5.036 -4.759
H -2.986 4.370 -3.716
O 2.490 -1.711 -1.085
C 2.680 -0.690 -0.520
O 1.585 0.206 -0.388
C 3.943 -0.190 0.055
C 5.111 -0.702 -0.512
C 6.345 -0.285 -0.047
C 6.420 0.627 0.998
C 5.259 1.113 1.586
C 4.021 0.706 1.115
H 5.034 -1.418 -1.319
H 7.250 -0.673 -0.493
H 7.386 0.946 1.364
H 5.322 1.790 2.428
H 3.144 1.075 1.644
I 3.143 2.414 -2.409
C 3.065 3.415 -0.590
C 4.007 4.436 -0.485
C 4.126 5.166 0.678
C 3.290 4.844 1.738
C 2.367 3.846 1.567
N 2.210 3.132 0.419
H 4.648 4.638 -1.330
H 4.859 5.957 0.757
H 3.339 5.360 2.686
H 1.716 3.591 2.386
C -0.972 3.367 2.649
O -0.112 2.727 1.717
H -0.921 4.443 2.491
H -0.660 3.113 3.661
H -1.988 3.013 2.472
```

The energy is -130349.194 eV. For the energy relative to the best compared isomer or geometry (same formula, charge and spin), the calculation gives 205.34 kJ/mol. The total charge is +2. The HOMO energy is -13.81 eV. The HOMO-LUMO gap comes out at 0.241 Ha.

Atomic partial charges in e from the Löwdin method, atoms 1 to 99:
1. W 1.817
2. C -0.053
3. C -0.553
4. C -0.035
5. C -0.031
6. C -0.131
7. C -0.025
8. C -0.373
9. Se 1.356
10. C -0.373
11. C -0.022
12. C -0.132
13. C 0.067
14. C -0.060
15. C -0.280
16. O -0.301
17. C -0.522
18. C -0.033
19. C -0.011
20. C -0.049
21. C -0.553
22. C -0.053
23. C -0.032
24. C -0.036
25. C -0.257
26. O -0.318
27. C -0.066
28. C 0.066
29. C -0.520
30. C -0.035
31. C -0.048
32. C -0.037
33. H 0.096
34. H 0.095
35. H 0.092
36. H 0.096
37. H 0.076
38. H 0.097
39. H 0.096
40. H 0.096
41. H 0.081
42. H 0.116
43. H 0.116
44. H 0.095
45. H 0.058
46. H 0.094
47. H 0.100
48. H 0.054
49. H 0.103
50. H 0.102
51. H 0.102
52. H 0.096
53. H 0.088
54. H 0.091
55. H 0.096
56. H 0.096
57. H 0.095
58. H 0.096
59. H 0.081
60. H 0.097
61. H 0.075
62. H 0.095
63. H 0.104
64. H 0.027
65. H 0.101
66. H 0.095
67. H 0.011
68. H 0.093
69. H 0.095
70. H 0.082
71. H 0.094
72. H 0.103
73. O 0.200
74. C -0.458
75. O -0.263
76. C -0.199
77. C 0.007
78. C -0.032
79. C -0.039
80. C -0.051
81. C -0.086
82. H 0.135
83. H 0.121
84. H 0.119
85. H 0.115
86. H 0.077
87. I 1.202
88. C -0.703
89. C -0.117
90. C 0.003
91. C -0.009
92. C -0.110
93. N -0.090
94. H 0.098
95. H 0.135
96. H 0.130
97. H 0.108
98. C -0.061
99. O -0.475

***

Record 4
Below is a 2-piece molecular cluster, C17H20F3IN2O7 overall at a distorted geometry, with properties calculated with the ωB97M-V functional and the def2-TZVPD basis.

```
50
Properties=species:S:1:pos:R:3
C -2.431 4.612 1.708
C -2.029 3.898 0.261
C -0.444 3.410 0.240
O -0.072 2.663 -0.809
O 0.432 3.830 1.355
C 1.085 2.630 1.976
C 2.508 2.342 1.180
N 3.525 1.567 1.989
C 4.641 0.994 1.144
C 5.240 2.002 -0.001
C 4.930 1.481 -1.560
F 5.029 2.562 -2.567
F 3.645 0.756 -1.689
F 6.037 0.508 -1.893
C 2.772 0.433 2.715
O 2.513 0.592 4.021
O 2.365 -0.827 2.073
C 0.909 -1.031 2.108
C 0.164 -0.748 0.642
O 0.905 -0.751 -0.483
I -2.027 -0.397 0.575
H -2.411 3.729 2.505
H -1.693 5.495 1.997
H -3.522 5.030 1.595
H -2.788 3.017 0.055
H -2.178 4.668 -0.628
H 1.340 2.793 3.114
H 0.304 1.762 1.866
H 2.249 1.884 0.135
H 2.985 3.420 0.996
H 5.536 0.757 1.898
H 4.390 -0.036 0.630
H 6.428 1.941 0.094
H 4.975 3.140 0.153
H 0.744 -2.197 2.305
H 0.352 -0.479 2.983
C -2.884 -5.923 -3.211
C -4.226 -5.833 -3.583
C -5.071 -4.925 -2.941
C -4.557 -4.106 -1.927
C -3.212 -4.199 -1.546
C -2.378 -5.112 -2.194
N -5.434 -3.132 -1.265
O -6.623 -3.093 -1.617
O -4.935 -2.402 -0.397
H -2.228 -6.628 -3.719
H -4.614 -6.469 -4.376
H -6.115 -4.868 -3.242
H -2.802 -3.572 -0.757
H -1.331 -5.190 -1.908
```

The energy is -51507.742 eV. The structure (SMILES) is CCC(=O)OCCN(CCC(F)(F)F)C(=O)OCC(=O)I.O=[N+]([O-])c1ccccc1. The HOMO energy is -10.05 eV. The HOMO-LUMO gap comes out at 0.340 Ha.

Partial charges, Löwdin, in e:
1. C -0.135
2. C -0.145
3. C -0.263
4. O -0.029
5. O -0.112
6. C -0.111
7. C -0.135
8. N -0.077
9. C -0.167
10. C -0.050
11. C -0.224
12. F 0.008
13. F 0.012
14. F -0.028
15. C -0.258
16. O 0.019
17. O -0.070
18. C -0.167
19. C -0.632
20. O -0.098
21. I 0.821
22. H 0.089
23. H 0.091
24. H 0.079
25. H 0.107
26. H 0.129
27. H 0.151
28. H 0.110
29. H 0.127
30. H 0.147
31. H 0.148
32. H 0.143
33. H 0.141
34. H 0.131
35. H 0.160
36. H 0.136
37. C -0.072
38. C -0.067
39. C 0.000
40. C -0.140
41. C 0.000
42. C -0.063
43. N -0.323
44. O 0.066
45. O 0.011
46. H 0.108
47. H 0.109
48. H 0.119
49. H 0.094
50. H 0.110